Entry from the Open Molecules 2025 dataset: one molecule with the formula C4H6O2 (ωB97M-V/def2-TZVPD).

Values from the calculation:
energy relative to the best compared isomer or geometry (same formula, charge and spin): 176.30 kcal/mol
M: 86.090 Da
gap between HOMO and LUMO: 6.40 eV
total charge: 0
F_max: 6.0 eV Å⁻¹

CARTESIAN COORDINATES (ANGSTROEM)
C1 -0.793745 -1.053518 -0.230332
C2 0.051966 0.345610 1.310511
C3 1.017389 0.918960 0.382394
C4 0.768243 0.621910 -0.972376
H1 -0.480671 -2.073477 0.023623
H2 -1.782651 -1.251880 -0.837203
H3 0.311368 -0.425221 2.006517
H4 2.073918 1.010871 1.005461
H5 0.347245 1.882487 0.496527
H6 0.392533 1.107291 -1.728865
O1 -1.140665 -0.086899 0.754188
O2 0.250057 -0.569081 -1.242592

Force components x, y, z for each atom (eV/Å):
C -2.58 -0.76 -3.28
C -0.15 -1.82 0.57
C 0.95 2.89 3.27
C 1.45 -2.89 2.80
H 0.47 0.60 1.07
H 1.72 0.62 0.83
H 0.78 -0.17 1.06
H -2.48 0.18 -2.18
H 1.48 -0.05 -0.66
H -0.60 4.64 -3.80
O 1.48 -0.54 -1.97
O -2.52 -2.68 2.28

=====

Entry from the Open Molecules 2025 dataset: C4H6O2 as an isolated structure (ωB97M-V/def2-TZVPD).

Values from the calculation:
energy relative to the best compared isomer or geometry (same formula, charge and spin): 112.19 kcal/mol
M: 86.090 Da
gap between HOMO and LUMO: 9.97 eV
total charge: 0
F_max: 0.6 eV Å⁻¹

CARTESIAN COORDINATES (ANGSTROEM)
C1 0.141625 1.051390 0.389838
C2 -0.611228 -0.037257 -0.396895
C3 0.831447 0.032136 -0.760463
O1 1.797201 -0.711839 -0.241401
C4 -1.025901 -1.223637 0.418976
O2 -0.671613 -1.403629 1.558176
H1 0.099921 0.792232 1.452559
H2 1.407600 0.443348 0.381403
H3 -0.000421 2.092879 0.121647
H4 -1.322798 0.292868 -1.151144
H5 1.024078 0.626805 -1.667052
H6 -1.669911 -1.955297 -0.105644

Force components x, y, z for each atom (eV/Å):
C -0.13 0.28 0.18
C -0.06 -0.07 -0.01
C -0.06 0.13 -0.38
O 0.06 -0.08 -0.02
C 0.09 -0.05 0.38
O -0.25 0.08 -0.50
H 0.11 0.00 -0.15
H 0.09 0.08 0.17
H 0.00 -0.20 0.04
H 0.13 -0.08 0.11
H -0.04 -0.14 0.12
H 0.08 0.04 0.06

=====

Entry from the Open Molecules 2025 dataset: one molecule with the formula C4H6O2 (ωB97M-V/def2-TZVPD).

Values from the calculation:
energy relative to the best compared isomer or geometry (same formula, charge and spin): 73.82 kcal/mol
M: 86.090 Da
gap between HOMO and LUMO: 9.63 eV
total charge: 0
F_max: 0.5 eV Å⁻¹

CARTESIAN COORDINATES (ANGSTROEM)
O1 -1.591378 1.607573 -0.216366
C1 -1.480154 0.318563 -0.466295
C2 -0.073087 0.064717 -0.949767
C3 0.585517 -0.943763 0.008550
C4 1.068117 -0.275653 1.273239
O2 2.104353 -0.535602 1.830808
H1 -2.491834 1.760572 0.110622
H2 -0.174596 -1.684191 0.297292
H3 -0.170598 -0.413955 -1.932831
H4 0.534948 0.974718 -1.064585
H5 1.424417 -1.476576 -0.446555
H6 0.383064 0.502386 1.681862

Force components x, y, z for each atom (eV/Å):
O -0.24 -0.27 0.01
C 0.34 0.33 -0.09
C -0.11 -0.03 0.01
C 0.12 -0.11 0.02
C 0.08 -0.07 0.07
O -0.32 0.09 -0.18
H 0.14 0.06 -0.07
H 0.14 0.06 0.00
H -0.03 0.04 0.14
H -0.14 -0.11 0.04
H -0.11 0.10 0.03
H 0.12 -0.09 0.01